[1]
The following is a quantum chemistry calculation of C4H10N2O in the gas phase, from the OMol25 dataset.

Geometry as XYZ:
```
17
Properties=species:S:1:pos:R:3:mulliken_charge:R:1
N -2.173 0.432 0.693 -0.488
C -1.561 -0.209 -0.450 -0.524
C -0.167 0.326 -0.742 -0.899
C 0.875 0.001 0.333 0.333
N 1.081 -1.428 0.398 -0.581
C 2.118 0.830 0.087 -0.263
O 2.927 0.591 -0.773 -0.478
H -2.134 -0.028 1.583 0.189
H -3.065 0.855 0.515 0.180
H -2.179 0.004 -1.321 0.411
H -1.491 -1.291 -0.331 0.253
H -0.219 1.415 -0.863 0.357
H 0.225 -0.013 -1.708 0.387
H 0.436 0.350 1.275 0.297
H 1.776 -1.704 1.074 0.229
H 1.258 -1.827 -0.511 0.221
H 2.293 1.696 0.741 0.377
```

- energy relative to the best compared isomer or geometry (same formula, charge and spin) (kcal per mole) = 38.9
- E_HOMO (eV) = -9.047
- LUMO (hartree) = 0.03629
- charge = 0
- orbital gap (eV) = 10.0
- calculated total energy (hartree) = -343.1395

[2]
The following is a quantum chemistry calculation of C12H17FN3O15P2Rh as an isolated structure at a distorted geometry, from the OMol25 dataset.

Geometry as XYZ:
```
51
Properties=species:S:1:pos:R:3:mulliken_charge:R:1
Rh 0.409 1.261 -0.060 1.288
O 2.463 4.431 1.244 -0.471
C 1.552 3.500 1.095 0.734
O 0.975 3.299 0.039 -0.448
C 1.176 2.786 2.370 -0.487
O 0.578 1.520 2.108 -0.555
C 1.455 0.414 2.474 0.032
C 2.530 0.183 1.391 0.887
O 3.472 -0.531 1.629 -0.668
O 2.334 0.845 0.282 -0.586
H 2.621 4.851 0.381 0.413
H 0.430 3.413 2.865 0.514
H 2.043 2.695 3.022 0.378
H 0.815 -0.454 2.562 -0.460
H 1.917 0.623 3.437 0.669
N -1.686 2.400 -3.682 -0.915
C -1.788 1.103 -2.958 1.579
C -2.732 0.167 -3.709 -1.757
P -0.079 0.399 -2.858 0.847
O 0.347 0.653 -4.392 -0.562
O 0.101 -1.010 -2.481 -0.673
O 0.650 1.481 -2.022 -0.694
P -2.554 1.603 -1.352 0.356
O -3.708 0.640 -0.923 -0.572
O -3.341 2.905 -1.744 -0.591
O -1.558 1.845 -0.254 -0.669
H -1.553 2.210 -4.669 0.300
H -0.855 2.898 -3.370 0.206
H -2.990 3.194 -2.621 0.450
H -2.358 0.021 -4.725 0.474
H -3.740 0.580 -3.761 0.397
H -2.770 -0.802 -3.214 0.361
H 0.980 -0.026 -4.659 0.376
H -3.300 -0.205 -0.620 0.581
F -0.480 -2.655 4.784 -0.351
C 0.216 -2.942 3.677 0.380
C -0.351 -2.897 2.469 -0.268
N 0.346 -3.189 1.322 0.184
C -0.272 -2.949 0.025 -1.167
C -0.791 -1.520 -0.101 0.711
O -1.909 -1.303 -0.546 -0.778
O 0.061 -0.657 0.333 -0.451
C 1.681 -3.573 1.359 0.536
O 2.315 -3.873 0.378 -0.637
N 2.229 -3.590 2.631 -0.015
C 1.628 -3.281 3.842 0.435
O 2.228 -3.299 4.891 -0.631
H -1.392 -2.624 2.347 0.458
H -1.070 -3.662 -0.177 0.199
H 0.513 -3.059 -0.722 0.432
H 3.213 -3.816 2.664 0.234
```

- E_HOMO (eV) = -8.984
- LUMO (hartree) = -0.03539
- charge = 0
- orbital gap (eV) = 8.0
- calculated total energy (hartree) = -2653.7933

[3]
The following is a quantum chemistry calculation of a 12-piece molecular cluster, C36H108N9O12P3S9 overall at a distorted geometry, from the OMol25 dataset.

Geometry as XYZ:
```
177
Properties=species:S:1:pos:R:3:mulliken_charge:R:1
O 0.891 3.181 -9.742 -0.827
P -0.428 3.780 -10.119 -0.039
N -0.680 5.239 -9.328 0.283
C -1.967 5.526 -8.619 -0.915
C 0.466 5.952 -8.767 -0.921
N -1.694 2.727 -9.577 0.439
C -2.865 2.274 -10.320 -1.010
C -1.415 1.899 -8.390 -1.119
N -0.634 4.043 -11.800 0.177
C 0.513 3.947 -12.756 -0.948
C -1.786 4.701 -12.272 -1.142
H -1.970 4.939 -7.701 0.346
H -2.865 5.295 -9.193 0.266
H -2.182 6.547 -8.301 0.371
H 0.267 6.884 -8.238 0.300
H 1.318 6.050 -9.440 0.271
H 0.856 5.270 -8.012 0.350
H -3.391 3.050 -10.878 0.302
H -2.635 1.534 -11.086 0.316
H -3.599 1.845 -9.639 0.346
H -0.531 2.321 -7.911 0.310
H -2.233 1.852 -7.671 0.333
H -1.218 0.908 -8.799 0.390
H 0.183 4.291 -13.736 0.427
H 1.299 4.629 -12.431 0.291
H 1.015 2.980 -12.788 0.294
H -2.390 3.947 -12.778 0.346
H -1.532 5.426 -13.046 0.466
H -2.288 5.246 -11.473 0.297
O 5.051 -0.155 10.307 -0.846
P 4.247 -1.374 10.725 0.414
N 3.331 -2.077 9.421 0.246
C 2.157 -2.969 9.537 -1.027
C 3.871 -1.924 8.063 -1.006
N 3.120 -1.139 11.999 0.304
C 2.035 -0.205 11.820 -1.210
C 3.467 -1.378 13.380 -1.240
N 5.232 -2.774 11.150 0.255
C 4.617 -3.933 11.845 -0.924
C 6.705 -2.693 11.148 -1.124
H 1.456 -2.661 10.312 0.295
H 2.507 -3.982 9.735 0.275
H 1.644 -3.033 8.578 0.384
H 3.016 -1.530 7.514 0.343
H 4.148 -2.896 7.654 0.334
H 4.787 -1.335 8.103 0.284
H 2.429 0.789 12.031 0.404
H 1.770 -0.111 10.767 0.371
H 1.231 -0.344 12.543 0.370
H 2.986 -2.283 13.750 0.329
H 4.515 -1.645 13.510 0.409
H 3.347 -0.501 14.016 0.396
H 4.551 -3.739 12.915 0.357
H 3.638 -4.215 11.458 0.162
H 5.237 -4.829 11.831 0.402
H 7.141 -3.223 10.301 0.258
H 6.975 -3.065 12.136 0.437
H 7.052 -1.660 11.168 0.347
O 9.486 2.026 -2.270 -0.783
P 8.180 1.290 -2.256 0.382
N 8.365 -0.429 -2.188 0.162
C 9.031 -0.986 -1.050 -1.022
C 7.628 -1.387 -3.065 -1.033
N 7.041 1.505 -3.557 0.263
C 5.558 1.259 -3.486 -1.032
C 7.458 2.307 -4.677 -0.984
N 7.270 1.746 -0.844 0.267
C 7.156 3.165 -0.480 -0.966
C 6.307 0.855 -0.109 -0.964
H 9.624 -0.190 -0.600 0.298
H 9.568 -1.888 -1.342 0.379
H 8.332 -1.318 -0.282 0.318
H 8.373 -1.891 -3.681 0.298
H 6.834 -1.004 -3.707 0.368
H 7.234 -2.141 -2.384 0.348
H 5.387 0.337 -2.930 0.402
H 4.962 1.979 -2.924 0.159
H 5.251 1.191 -4.529 0.383
H 6.793 2.094 -5.514 0.324
H 7.348 3.342 -4.353 0.326
H 8.505 2.068 -4.865 0.290
H 6.993 3.355 0.580 0.312
H 8.002 3.758 -0.828 0.276
H 6.335 3.577 -1.068 0.315
H 6.448 1.099 0.944 0.323
H 6.366 -0.221 -0.275 0.262
H 5.319 1.191 -0.422 0.332
C -8.705 -6.167 2.551 -0.854
S -10.542 -5.991 2.240 0.474
O -11.142 -7.153 3.060 -0.607
C -10.838 -4.398 3.176 -0.854
H -8.663 -6.495 3.589 0.300
H -8.131 -5.264 2.345 0.330
H -8.381 -6.966 1.884 0.292
H -10.482 -4.559 4.193 0.277
H -11.890 -4.112 3.181 0.318
H -10.296 -3.591 2.683 0.324
C 4.393 -7.142 0.493 -0.906
S 2.879 -6.196 0.974 0.469
O 3.322 -4.737 0.997 -0.579
C 2.018 -6.503 -0.725 -0.879
H 4.685 -6.802 -0.501 0.284
H 4.163 -8.200 0.367 0.354
H 5.213 -6.821 1.135 0.327
H 1.096 -5.923 -0.700 0.298
H 1.815 -7.569 -0.834 0.345
H 2.654 -6.209 -1.561 0.287
C -2.632 5.840 1.225 -0.885
S -1.649 5.769 -0.352 0.511
O -1.880 7.106 -1.132 -0.641
C -0.014 5.901 0.454 -0.885
H -2.173 6.694 1.723 0.297
H -2.514 4.949 1.842 0.338
H -3.656 6.045 0.913 0.316
H -0.031 5.335 1.385 0.316
H 0.197 6.970 0.467 0.316
H 0.665 5.354 -0.200 0.318
C -8.077 3.147 -5.409 -0.911
S -8.595 4.061 -3.877 0.483
O -7.572 3.679 -2.817 -0.598
C -8.134 5.721 -4.484 -0.884
H -8.317 2.086 -5.341 0.326
H -7.045 3.441 -5.604 0.285
H -8.723 3.460 -6.229 0.349
H -8.719 6.518 -4.026 0.317
H -8.313 5.784 -5.557 0.305
H -7.070 5.954 -4.434 0.327
C 1.269 -5.504 -7.108 -0.932
S 2.516 -6.896 -7.291 0.485
O 3.323 -6.693 -6.015 -0.602
C 1.354 -8.250 -6.842 -0.847
H 0.692 -5.587 -6.187 0.290
H 0.511 -5.377 -7.881 0.366
H 1.775 -4.544 -7.012 0.325
H 0.491 -8.192 -7.505 0.323
H 1.147 -8.155 -5.776 0.275
H 1.843 -9.205 -7.033 0.317
C 0.658 5.474 7.758 -0.849
S -0.923 6.234 8.365 0.474
O -0.970 6.021 9.894 -0.604
C -0.443 8.010 8.194 -0.922
H 0.659 4.440 8.102 0.303
H 1.482 6.097 8.104 0.265
H 0.898 5.355 6.701 0.356
H -0.387 8.350 7.160 0.346
H 0.490 8.178 8.732 0.311
H -1.240 8.606 8.639 0.318
C -0.935 -0.509 -0.605 -0.912
S -1.507 -0.744 1.120 0.507
O -1.254 0.534 1.943 -0.620
C -3.322 -0.588 0.729 -0.895
H 0.149 -0.477 -0.715 0.339
H -1.364 0.350 -1.119 0.294
H -1.119 -1.436 -1.149 0.347
H -3.695 -1.456 0.186 0.355
H -3.533 0.296 0.126 0.288
H -3.794 -0.594 1.712 0.299
C -4.932 0.591 8.001 -0.883
S -6.096 -0.883 7.971 0.463
O -6.031 -1.564 9.327 -0.614
C -7.714 -0.059 8.034 -0.887
H -5.379 1.465 8.476 0.307
H -4.772 0.867 6.959 0.337
H -3.996 0.323 8.490 0.321
H -7.601 0.726 7.287 0.294
H -7.929 0.446 8.976 0.325
H -8.657 -0.510 7.725 0.338
C -7.342 -5.269 -3.864 -0.838
S -5.900 -5.221 -4.992 0.475
O -4.592 -4.738 -4.387 -0.596
C -5.549 -7.009 -5.016 -0.968
H -8.270 -5.647 -4.294 0.349
H -7.511 -4.231 -3.578 0.310
H -7.036 -5.916 -3.042 0.267
H -5.241 -7.381 -4.038 0.324
H -4.688 -7.278 -5.628 0.326
H -6.375 -7.555 -5.472 0.351
```

- energy relative to the best compared isomer or geometry (same formula, charge and spin) (kcal per mole) = 139.0
- E_HOMO (eV) = -7.929
- LUMO (hartree) = -0.00188
- charge = 0
- orbital gap (eV) = 7.9
- calculated total energy (hartree) = -7439.4656

[4]
The following is a quantum chemistry calculation of C8H7Br2F as an isolated structure at a distorted geometry, from the OMol25 dataset.

Geometry as XYZ:
```
18
Properties=species:S:1:pos:R:3:mulliken_charge:R:1
C 2.176 -0.249 0.183 -0.384
C 1.420 -0.026 -0.959 -0.720
C 1.543 -0.483 1.396 -0.541
C 0.043 -0.046 -0.901 -0.294
C 0.166 -0.505 1.466 -0.386
C -0.609 -0.286 0.316 0.839
C -2.974 0.099 -0.646 -0.663
C -2.045 -0.377 0.398 0.145
F -2.567 -0.371 1.618 -0.262
Br -2.855 2.077 -0.743 -0.110
Br -2.254 -2.925 -0.173 -0.332
H 3.254 -0.247 0.127 0.388
H 1.911 0.155 -1.904 0.388
H 2.126 -0.662 2.286 0.385
H -0.523 0.117 -1.806 0.274
H -0.323 -0.705 2.406 0.400
H -2.724 -0.267 -1.638 0.420
H -4.006 -0.135 -0.392 0.450
```

- energy relative to the best compared isomer or geometry (same formula, charge and spin) (kcal per mole) = 0.0
- E_HOMO (eV) = -9.079
- LUMO (hartree) = -0.06614
- charge = 0
- orbital gap (eV) = 7.3
- calculated total energy (hartree) = -5556.9131

[5]
The following is a quantum chemistry calculation of C14H29BrCaCl2FN3Na2O13S as an isolated structure at a distorted geometry, from the OMol25 dataset.

Geometry as XYZ:
```
67
Properties=species:S:1:pos:R:3:mulliken_charge:R:1
O 3.196 0.591 4.209 -0.494
C 3.454 1.501 3.266 0.382
F 4.684 1.388 2.450 -0.228
C 2.290 2.684 3.063 -0.380
C 0.846 1.901 3.378 0.112
C 0.156 1.129 2.301 -0.943
C -1.142 0.546 3.175 0.268
O -2.043 -0.223 2.508 -0.547
O -1.100 0.920 4.605 -0.267
C 0.066 1.833 4.819 0.528
O 0.369 2.402 5.994 -0.540
H 2.291 3.088 1.960 0.417
H 2.481 3.565 3.812 0.462
H 0.452 0.945 1.183 0.858
O 0.809 -0.971 0.510 -0.493
S -0.143 -2.096 0.551 1.297
O -0.343 -2.519 1.949 -1.017
O 0.394 -3.223 -0.232 -0.591
O -1.433 -1.669 -0.023 -0.576
Na -1.343 -1.827 3.456 1.004
O 3.934 1.210 -0.432 -0.597
H 4.798 0.985 -0.057 0.331
H 3.438 0.379 -0.392 0.264
O 0.587 -0.259 7.814 -0.245
H 1.418 -0.641 7.432 0.425
H 0.427 0.662 7.487 0.088
H 0.594 -0.296 8.805 0.445
Na -0.143 1.322 8.773 0.937
C -1.362 -3.547 -4.722 -0.680
O -1.353 -2.129 -4.622 -0.394
C -0.913 -1.667 -3.338 -0.749
C 0.420 -0.916 -3.478 -0.146
N 1.513 -1.837 -3.809 -0.264
C 2.758 -1.157 -4.182 -0.462
C 2.744 -0.336 -5.487 -0.548
O 2.584 -1.131 -6.664 -0.418
C 1.231 -1.372 -7.030 -0.541
H -1.791 -3.818 -5.690 0.262
H -0.346 -3.945 -4.672 0.307
H -1.979 -3.989 -3.933 0.301
H -0.838 -2.482 -2.606 0.411
H -1.675 -0.967 -2.977 0.303
H 0.649 -0.408 -2.534 0.235
H 0.298 -0.159 -4.258 0.256
H 1.224 -2.427 -4.587 0.079
H 3.521 -1.938 -4.284 0.383
H 3.078 -0.514 -3.353 0.179
H 3.730 0.135 -5.581 0.373
H 2.021 0.486 -5.462 0.336
H 0.569 -0.546 -6.756 0.273
H 0.883 -2.305 -6.582 0.189
H 1.192 -1.499 -8.115 0.296
Br 0.457 4.166 4.520 -0.277
Ca 1.357 -1.137 2.222 1.207
C -0.367 5.779 0.939 -0.424
Cl -0.263 4.200 1.728 0.035
Cl -1.504 6.838 1.782 -0.127
H 0.622 6.244 0.943 0.274
H -0.705 5.641 -0.090 0.332
C -5.972 -0.511 1.680 0.660
O -6.277 0.229 2.602 -0.670
N -4.696 -0.746 1.328 -0.190
N -6.886 -1.157 0.933 -0.378
H -4.425 -1.352 0.572 0.148
H -3.976 -0.279 1.865 0.115
H -7.859 -1.007 1.165 0.241
H -6.655 -1.770 0.170 0.172
```

- energy relative to the best compared isomer or geometry (same formula, charge and spin) (kcal per mole) = 163.8
- E_HOMO (eV) = -10.933
- LUMO (hartree) = -0.36107
- charge = +2
- orbital gap (eV) = 1.1
- calculated total energy (hartree) = -6686.8482

[6]
The following is a quantum chemistry calculation of a 2-piece molecular cluster, C4H8O overall, from the OMol25 dataset.

Geometry as XYZ:
```
13
Properties=species:S:1:pos:R:3:mulliken_charge:R:1
C -0.726 -0.179 -1.639 -0.577
C 0.017 0.524 -0.728 -0.088
C -0.608 0.925 0.461 0.358
C 0.094 1.575 1.469 -0.563
H -1.765 -0.419 -1.494 0.272
H -0.314 -0.499 -2.587 0.308
H 1.080 0.721 -0.856 0.343
H -1.636 0.597 0.585 0.302
H -0.308 1.605 2.472 0.306
H 1.092 1.911 1.220 0.278
H 0.633 -1.675 0.043 0.296
H 1.064 -3.002 0.543 0.346
O 1.376 -2.084 0.510 -0.582
```

- energy relative to the best compared isomer or geometry (same formula, charge and spin) (kcal per mole) = 26.1
- 2S+1 = 2
- E_HOMO (alpha / beta) (eV) = -15.255 / -15.252
- expectation value of S² = 0.788
- LUMO (alpha / beta) (hartree) = -0.21949 / -0.31654
- charge = +1
- orbital gap (alpha / beta) (eV) = 9.3 / 6.6
- calculated total energy (hartree) = -232.0674